--- a ---
# C4H13N3

A 2-piece molecular cluster, C4H13N3 overall (ωB97M-V/def2-TZVPD, OMol25).

Last column: Mulliken charge in e.
Cartesian coordinates (Å):
C  -0.91  -0.53  -0.10  0.694
C  -1.11  0.61  0.76  -0.282
C  2.27  0.83  -0.46  -1.172
C  -1.08  -0.48  -1.59  -1.388
N  1.17  0.22  0.22  -0.243
N  1.59  -0.55  1.34  -0.741
N  -2.44  -0.28  0.69  -0.460
H  -0.55  -1.44  0.34  0.274
H  2.14  0.02  2.00  0.228
H  2.24  -1.29  1.05  0.216
H  -3.21  0.02  0.10  0.228
H  -2.64  -0.89  1.47  0.250
H  -0.68  0.55  1.75  0.192
H  -1.27  1.58  0.31  0.286
H  2.87  1.51  0.19  0.333
H  3.00  0.10  -0.87  0.259
H  1.90  1.43  -1.30  0.317
H  -1.69  -1.31  -1.95  0.363
H  -0.09  -0.56  -2.03  0.342
H  -1.53  0.46  -1.92  0.305

Calculated values
HOMO-LUMO gap	6.466	eV
E_HOMO	-5.87	eV
charge	0
E_LUMO	0.600	eV

--- b ---
# C4H13N3

A 2-piece molecular cluster, C4H13N3 overall (ωB97M-V/def2-TZVPD, OMol25).

Last column: Mulliken charge in e.
Cartesian coordinates (Å):
H  -2.37  -2.49  -1.86  0.233
N  -1.40  -2.49  -1.59  -0.808
C  -1.02  -1.38  -1.09  0.678
C  -1.87  -0.14  -0.95  -0.965
N  0.25  -1.24  -0.62  -0.629
H  -2.92  -0.36  -1.12  0.369
H  -1.56  0.61  -1.68  0.222
H  -1.76  0.29  0.05  0.158
H  0.84  -2.04  -0.80  0.154
H  0.77  -0.17  -0.66  0.399
C  0.62  0.26  1.88  -0.925
C  1.52  1.27  1.21  -0.325
N  1.33  1.20  -0.30  -0.608
H  -0.40  0.64  1.96  0.217
H  0.98  0.03  2.88  0.343
H  0.50  -0.68  1.11  0.416
H  1.32  2.30  1.54  0.279
H  2.57  1.03  1.38  0.320
H  2.11  1.62  -0.79  0.214
H  0.50  1.74  -0.55  0.258

Calculated values
HOMO-LUMO gap	8.955	eV
E_HOMO	-8.20	eV
charge	0
SMILES string	[H]/N=C(\C)N.CCN
E_LUMO	0.753	eV

Order from most stable to least stable according to the calculation: b, a

--- a ---
# C24H16BF4O16

A 5-piece molecular cluster, C24H16BF4O16 overall (ωB97M-V/def2-TZVPD, OMol25).

Last column: Mulliken charge in e.
Cartesian coordinates (Å):
B  10.29  1.68  2.17  0.359
F  10.29  0.33  2.43  -0.242
F  9.72  2.01  1.02  -0.398
F  9.63  2.33  3.21  -0.405
F  11.60  2.16  2.04  -0.467
C  16.00  5.97  3.49  -0.979
C  16.30  4.79  4.46  0.385
C  15.45  3.56  4.46  0.768
O  15.44  2.70  5.40  -0.631
C  14.22  3.60  3.58  -0.722
C  14.08  4.75  2.52  0.403
C  14.84  5.95  2.56  0.443
O  14.58  6.84  1.77  -0.555
O  13.05  4.63  1.55  -0.352
O  17.32  4.81  5.22  -0.476
H  16.74  6.63  3.54  0.552
H  13.41  2.82  3.43  0.420
H  12.44  3.95  1.57  0.467
H  17.46  3.97  5.72  0.352
C  14.76  -3.74  1.88  -0.821
C  13.97  -2.60  2.49  0.218
C  13.85  -2.36  3.84  1.045
O  13.07  -1.56  4.29  -0.568
C  14.95  -2.98  4.63  -0.654
C  15.85  -4.01  4.10  0.236
C  15.71  -4.38  2.69  0.772
O  16.52  -5.14  2.14  -0.643
O  17.01  -4.28  4.72  -0.539
O  13.05  -1.94  1.67  -0.480
H  14.78  -3.97  0.88  0.524
H  14.94  -2.60  5.76  0.261
H  17.67  -4.66  3.98  0.390
H  12.55  -1.45  2.27  0.274
C  10.22  7.31  -2.66  -0.747
C  11.38  6.52  -3.30  0.249
C  11.71  5.09  -3.14  0.741
O  12.46  4.47  -3.83  -0.575
C  10.89  4.50  -2.03  -0.779
C  9.79  5.27  -1.33  0.529
C  9.38  6.70  -1.58  0.637
O  8.41  7.25  -1.09  -0.548
O  9.12  4.76  -0.19  -0.409
O  12.06  7.18  -4.32  -0.515
H  9.85  8.34  -2.85  0.338
H  11.24  3.54  -1.75  0.472
H  9.51  3.87  0.07  0.326
H  12.73  6.63  -4.72  0.341
C  7.78  -6.09  3.04  -0.575
C  8.37  -6.30  1.69  0.260
C  9.33  -5.36  1.15  0.534
O  10.05  -5.63  0.09  -0.682
C  9.67  -4.23  1.94  -0.505
C  8.92  -3.84  3.11  0.624
C  7.87  -4.84  3.71  0.491
O  7.32  -4.65  4.76  -0.544
O  8.94  -2.72  3.78  -0.364
O  8.21  -7.53  1.12  -0.454
H  6.94  -6.76  3.45  0.311
H  10.38  -3.53  1.37  0.313
H  9.64  -2.23  3.26  0.275
H  8.39  -7.54  0.24  0.320

Calculated values
HOMO-LUMO gap	5.921	eV
E_HOMO	-6.55	eV
charge	-1
E_LUMO	-0.624	eV

--- b ---
# C24H16BF4O16

A 5-piece molecular cluster, C24H16BF4O16 overall (ωB97M-V/def2-TZVPD, OMol25).

Last column: Mulliken charge in e.
Cartesian coordinates (Å):
B  -0.81  1.13  0.29  0.271
F  -0.14  2.40  0.21  -0.333
F  0.06  0.34  1.04  -0.332
F  -1.96  1.21  1.02  -0.374
F  -1.12  0.45  -0.87  -0.310
C  4.28  7.15  -0.85  -0.841
C  5.10  5.81  -0.50  0.015
C  4.34  4.76  0.10  0.955
O  5.07  3.85  0.57  -0.704
C  3.00  4.85  0.20  -0.729
C  2.19  6.00  -0.38  0.654
C  2.87  7.26  -0.74  0.303
O  2.30  8.34  -0.85  -0.558
O  0.91  5.85  -0.98  -0.415
O  6.47  5.79  -0.51  -0.496
H  4.78  7.98  -1.03  0.558
H  2.59  3.93  0.22  0.537
H  0.51  5.06  -0.55  0.348
H  6.74  5.02  -0.02  0.361
C  4.85  -0.59  3.20  -0.863
C  3.53  -0.64  2.50  0.274
C  2.87  -1.89  2.33  1.067
O  1.74  -1.93  1.70  -0.538
C  3.57  -3.07  2.66  -0.835
C  4.93  -3.06  3.40  0.047
C  5.50  -1.75  3.61  0.888
O  6.75  -1.60  3.98  -0.666
O  5.56  -4.23  3.94  -0.478
O  2.83  0.39  2.11  -0.465
H  5.25  0.41  3.37  0.423
H  3.17  -4.03  2.54  0.472
H  6.46  -3.88  4.01  0.347
H  1.94  -0.02  1.80  0.419
C  -6.55  -0.41  -4.11  -0.550
C  -6.71  -0.94  -2.74  0.180
C  -5.60  -1.16  -1.86  0.548
O  -5.69  -1.81  -0.79  -0.642
C  -4.34  -0.57  -2.25  -0.432
C  -4.17  0.13  -3.59  0.386
C  -5.22  0.04  -4.61  0.468
O  -5.12  0.30  -5.85  -0.566
O  -3.02  0.85  -3.95  -0.396
O  -7.90  -1.47  -2.29  -0.495
H  -7.51  -0.45  -4.57  0.418
H  -3.56  -0.35  -1.55  0.454
H  -2.51  0.83  -3.30  0.286
H  -7.64  -2.26  -1.91  0.318
C  -3.07  -4.98  1.07  -0.684
C  -2.63  -4.96  -0.42  0.153
C  -1.86  -3.92  -0.96  0.768
O  -1.51  -3.71  -2.16  -0.696
C  -1.33  -2.92  -0.08  -0.536
C  -1.69  -2.90  1.38  0.433
C  -2.60  -4.03  1.93  0.513
O  -3.00  -3.88  3.08  -0.597
O  -1.46  -1.94  2.33  -0.490
O  -3.12  -5.95  -1.24  -0.498
H  -3.72  -5.77  1.68  0.222
H  -0.78  -2.23  -0.58  0.717
H  -0.92  -1.06  1.95  0.410
H  -2.88  -5.70  -2.07  0.305

Calculated values
HOMO-LUMO gap	5.728	eV
E_HOMO	-6.45	eV
charge	-1
E_LUMO	-0.726	eV

Order from most stable to least stable according to the calculation: a, b

--- a ---
# C5H5NO2

An isolated molecule of C5H5NO2 (ωB97M-V/def2-TZVPD, OMol25).

Last column: Mulliken charge in e.
Cartesian coordinates (Å):
O  -1.61  -0.66  -0.61  -0.742
C  -0.65  -0.56  0.15  1.001
C  -0.10  -1.44  1.29  -0.730
C  1.08  -0.93  1.63  -0.230
N  1.41  0.16  0.83  -0.217
C  0.35  0.49  0.01  -0.022
C  0.32  1.41  -1.03  -0.393
O  -0.72  1.25  -1.95  -0.558
H  -0.66  -2.20  1.76  0.431
H  1.70  -1.06  2.57  0.306
H  2.04  1.09  1.20  0.328
H  1.01  2.13  -1.33  0.412
H  -1.31  0.42  -1.94  0.414

Calculated values
HOMO-LUMO gap	8.206	eV
E_HOMO	-8.18	eV
charge	0
SMILES string	O=C1C=CN/C1=C/O
E_LUMO	0.027	eV

--- b ---
# C5H5NO2

A 2-piece molecular cluster, C5H5NO2 overall (ωB97M-V/def2-TZVPD, OMol25).

Last column: Mulliken charge in e.
Cartesian coordinates (Å):
C  -1.21  -0.05  1.24  -0.078
C  -0.16  0.01  0.27  0.818
C  -0.37  0.99  -0.74  -0.757
C  1.23  -0.30  -1.43  -0.550
C  0.98  -0.67  0.01  0.257
H  -2.13  1.16  0.51  0.232
H  -1.09  -0.56  2.37  0.258
H  -1.34  1.57  -0.94  0.345
H  1.96  -0.60  -2.08  0.519
H  2.64  -1.35  0.40  0.451
N  0.28  0.72  -1.83  -0.565
O  -2.21  0.74  1.37  -0.337
O  1.44  -1.68  0.86  -0.593

Calculated values
HOMO-LUMO gap	7.465	eV
E_HOMO	-8.03	eV
charge	0
E_LUMO	-0.570	eV

--- c ---
# C5H5NO2

An isolated molecule of C5H5NO2 (ωB97M-V/def2-TZVPD, OMol25).

Last column: Mulliken charge in e.
Cartesian coordinates (Å):
C  1.82  -0.46  -0.50  -0.653
C  0.71  -0.37  0.09  0.300
O  0.56  -0.97  1.35  -0.332
C  -0.70  -0.68  1.65  -0.076
C  -1.52  -0.15  0.59  -0.277
N  -0.57  0.04  -0.54  -0.014
C  -0.35  1.16  -1.50  0.079
O  0.75  1.59  -1.93  -0.524
H  2.37  -0.71  0.48  0.263
H  1.97  -0.11  -1.58  0.274
H  -1.06  -0.73  2.89  0.259
H  -2.64  -0.14  0.68  0.341
H  -1.34  1.52  -1.68  0.361

Calculated values
HOMO-LUMO gap	8.969	eV
E_HOMO	-8.08	eV
charge	0
SMILES string	C=C1OC=CN1C=O
E_LUMO	0.886	eV

Order from most stable to least stable according to the calculation: a, c, b

--- a ---
# C5H7NO

C5H7NO as an isolated structure (ωB97M-V/def2-TZVPD, OMol25).

Last column: Mulliken charge in e.
Cartesian coordinates (Å):
N  1.43  -1.95  -0.34  -0.683
C  0.84  -0.84  -0.38  0.569
O  1.44  0.38  -0.33  -0.367
C  0.46  1.39  -0.16  -0.469
C  -0.79  0.70  0.40  0.255
C  -0.66  -0.64  -0.44  -0.637
C  -0.63  -0.15  1.55  -0.795
H  2.42  -1.81  -0.17  0.269
H  0.21  1.83  -1.13  0.266
H  0.87  2.16  0.50  0.313
H  -1.72  1.25  0.19  0.423
H  -1.03  -0.30  -1.41  0.324
H  -1.22  -1.53  -0.15  0.329
H  -1.63  -0.50  1.87  0.203

Calculated values
HOMO-LUMO gap	8.881	eV
E_HOMO	-8.77	eV
charge	0
E_LUMO	0.115	eV

--- b ---
# C5H7NO

A 2-piece molecular cluster, C5H7NO overall (ωB97M-V/def2-TZVPD, OMol25).

Last column: Mulliken charge in e.
Cartesian coordinates (Å):
H  -1.80  -0.03  2.71  0.258
N  -1.27  0.72  2.26  -0.657
C  -0.87  0.36  1.11  0.019
C  -0.14  1.32  0.24  -0.128
C  0.84  0.89  -0.81  -0.643
C  -0.33  1.18  -1.25  -0.365
H  -1.08  -0.62  0.66  0.350
H  -0.04  2.30  0.70  0.355
H  1.86  0.61  -1.01  0.470
H  -1.05  1.27  -2.04  0.352
C  0.97  -2.00  -0.65  -0.148
O  0.46  -2.34  0.39  -0.414
H  0.40  -1.96  -1.60  0.302
H  2.04  -1.72  -0.71  0.250

Calculated values
HOMO-LUMO gap	10.105	eV
E_HOMO	-9.60	eV
charge	0
SMILES string	[H]/N=C/C1C=C1.C=O
E_LUMO	0.509	eV

Order from most stable to least stable according to the calculation: b, a

--- a ---
# C5H7NO

An isolated molecule of C5H7NO (ωB97M-V/def2-TZVPD, OMol25).

Last column: Mulliken charge in e.
Cartesian coordinates (Å):
C  1.93  0.11  0.03  -1.230
C  0.70  -0.74  -0.14  0.466
O  0.71  -1.94  -0.01  -0.548
C  -0.64  -0.06  -0.47  0.687
C  -1.68  -0.38  0.62  -1.307
C  -0.52  1.39  -0.68  -0.007
N  -0.41  2.53  -0.83  -0.425
H  2.78  -0.53  0.27  0.345
H  1.77  0.85  0.83  0.354
H  2.13  0.68  -0.89  0.359
H  -0.98  -0.51  -1.41  0.241
H  -1.46  0.17  1.54  0.351
H  -2.68  -0.12  0.29  0.355
H  -1.64  -1.46  0.83  0.358

Calculated values
HOMO-LUMO gap	10.956	eV
E_HOMO	-10.28	eV
charge	0
SMILES string	CC(=O)[C@@H](C)C#N
E_LUMO	0.678	eV

--- b ---
# C5H7NO

C5H7NO as an isolated structure (ωB97M-V/def2-TZVPD, OMol25).

Last column: Mulliken charge in e.
Cartesian coordinates (Å):
C  2.52  0.05  0.69  -0.748
N  1.33  0.85  0.47  -0.495
C  0.29  0.31  0.06  0.498
O  -0.01  -1.02  -0.32  -0.410
C  -1.27  -0.55  -0.87  -0.001
C  -2.14  -0.02  0.39  -0.852
C  -1.07  0.77  -0.31  -0.238
H  3.37  0.56  0.23  0.273
H  2.71  0.00  1.77  0.266
H  2.45  -0.97  0.29  0.296
H  -1.62  -0.96  -1.79  0.425
H  -2.03  -1.09  0.54  0.358
H  -3.13  0.33  0.14  0.251
H  -1.34  1.67  -0.85  0.377

Calculated values
HOMO-LUMO gap	10.069	eV
E_HOMO	-9.02	eV
charge	0
E_LUMO	1.045	eV

Order from most stable to least stable according to the calculation: a, b